Entry from the OMol25 dataset: 2 unconnected molecules or ions with the total composition C24H50ClFNO7P2 in a non-equilibrium geometry (ωB97M-V/def2-TZVPD).

```
86
Properties=species:S:1:pos:R:3
C 0.044 0.971 4.333
C -0.106 2.325 3.503
C 1.274 3.012 3.121
C 1.020 3.912 1.808
C 1.436 3.173 0.464
C 1.616 4.225 -0.712
C 0.286 4.467 -1.574
C -0.922 5.068 -0.737
C -2.175 4.109 -0.565
C -1.827 2.586 -0.320
C -3.121 1.719 -0.743
C -2.586 0.220 -1.000
C -3.604 -0.839 -0.385
C -3.013 -1.710 0.797
C -3.176 -1.240 2.289
N -2.353 -1.993 2.999
C -2.230 -1.898 4.495
P -3.877 -1.417 5.325
O -3.896 -1.813 6.785
O -4.083 0.262 5.202
O -5.197 -2.153 4.573
C -1.539 -2.957 2.177
Cl 0.161 -2.699 2.821
C -1.541 -2.276 0.724
F -1.549 -3.329 -0.221
H 0.595 0.217 3.697
H 0.538 1.116 5.334
H -1.020 0.627 4.558
H -0.646 2.063 2.547
H -0.797 3.007 4.093
H 1.575 3.706 3.967
H 2.071 2.230 2.960
H 1.606 4.861 1.960
H -0.097 4.085 1.786
H 0.775 2.300 0.212
H 2.468 2.735 0.662
H 1.937 5.247 -0.343
H 2.376 3.806 -1.441
H 0.575 5.255 -2.341
H 0.008 3.558 -2.196
H -0.555 5.493 0.249
H -1.295 5.975 -1.313
H -2.899 4.223 -1.416
H -2.730 4.464 0.365
H -1.624 2.312 0.752
H -0.982 2.187 -0.944
H -3.820 1.765 0.145
H -3.628 2.141 -1.662
H -1.517 0.083 -0.684
H -2.639 0.091 -2.127
H -4.490 -0.270 0.017
H -3.978 -1.499 -1.213
H -3.631 -2.671 0.793
H -3.850 -0.431 2.683
H -2.011 -2.935 4.897
H -1.399 -1.206 4.811
H -3.196 0.664 5.317
H -5.503 -1.575 3.843
H -1.904 -4.020 2.248
H -0.685 -1.588 0.498
O 2.509 -0.616 -4.086
P 2.652 -2.139 -4.148
O 2.212 -2.461 -2.581
C 0.849 -2.315 -2.220
C 0.000 -3.449 -2.766
O 4.304 -2.140 -4.001
C 5.082 -1.134 -4.653
C 5.587 -0.136 -3.627
O 2.709 -3.806 -4.488
C 3.743 -4.697 -4.069
C 3.790 -4.950 -2.577
H 0.470 -1.346 -2.564
H 0.804 -2.319 -1.127
H -0.024 -3.428 -3.859
H -1.023 -3.375 -2.399
H 0.411 -4.418 -2.473
H 4.509 -0.638 -5.438
H 5.931 -1.629 -5.131
H 4.773 0.260 -3.016
H 6.099 0.698 -4.111
H 6.285 -0.622 -2.940
H 4.714 -4.381 -4.452
H 3.525 -5.646 -4.567
H 4.151 -4.075 -2.034
H 4.468 -5.778 -2.356
H 2.800 -5.198 -2.188
```

Calculated values
2S+1	1
highest occupied orbital energy	-11.90	eV
total charge	+1
HOMO-LUMO gap	6.69	eV


Entry from the OMol25 dataset: a molecular structure, C24H50ClN9ReSSbSi3 in a non-equilibrium geometry (ωB97M-V/def2-TZVPD).

```
90
Properties=species:S:1:pos:R:3
Re -0.403 -0.541 -0.257
C 3.070 2.210 -1.875
Si 3.874 0.649 -1.275
C 5.408 0.877 -0.260
C 3.881 -0.817 -2.421
Sb 1.998 -0.106 0.573
Si 2.113 1.815 2.488
C 0.897 1.204 3.749
C 1.662 3.393 1.626
C 3.892 1.696 2.981
Si 3.016 -2.446 1.463
C 4.838 -2.159 1.576
C 2.152 -2.579 3.111
C 2.528 -3.663 0.134
H 3.439 2.480 -2.870
H 3.299 3.037 -1.199
H 1.985 2.099 -1.930
H 5.660 1.938 -0.180
H 6.250 0.375 -0.746
H 5.316 0.473 0.749
H 4.894 -1.216 -2.520
H 3.545 -0.528 -3.421
H 3.231 -1.618 -2.068
H -0.097 1.133 3.302
H 0.843 1.890 4.602
H 1.195 0.221 4.123
H 1.021 3.221 0.765
H 2.559 3.918 1.291
H 1.125 4.057 2.311
H 4.192 0.677 3.237
H 4.063 2.324 3.864
H 4.541 2.065 2.183
H 5.097 -1.455 2.370
H 5.253 -1.802 0.630
H 5.328 -3.113 1.808
H 2.694 -1.980 3.849
H 2.136 -3.610 3.483
H 1.125 -2.209 3.064
H 3.393 -3.894 -0.493
H 1.745 -3.269 -0.513
H 2.186 -4.611 0.564
N -3.396 -4.619 -0.952
N -2.294 -4.020 -0.440
N -1.615 -4.556 0.555
C -0.707 -3.630 0.797
N -0.848 -2.595 -0.043
N -1.889 -2.860 -0.834
H -3.445 -5.597 -0.700
H -3.573 -4.383 -1.916
H 0.049 -3.715 1.562
S -0.740 1.795 -0.625
C -2.365 2.107 -1.218
N -2.558 3.317 -1.708
C -3.840 3.782 -2.265
C -4.972 3.071 -1.549
C -4.746 1.573 -1.627
N -3.380 1.257 -1.157
H -1.758 3.928 -1.757
H -3.865 3.569 -3.334
H -3.900 4.858 -2.130
H -5.922 3.327 -2.015
H -5.008 3.391 -0.506
H -4.868 1.217 -2.651
H -5.449 1.043 -0.990
H -3.212 0.323 -0.836
C -3.565 1.021 4.094
N -2.840 -0.210 3.714
C -2.747 -1.294 4.713
C -2.274 -0.323 2.557
N -1.772 -0.412 1.508
H -4.624 0.801 4.215
H -3.440 1.780 3.326
H -3.167 1.393 5.036
H -3.746 -1.562 5.049
H -2.161 -0.955 5.566
H -2.273 -2.168 4.275
Cl -3.723 1.219 -6.237
C -2.565 0.611 -5.116
C -2.724 -0.655 -4.581
C -1.802 -1.126 -3.656
C -0.707 -0.358 -3.260
C 0.305 -0.880 -2.272
C -0.553 0.902 -3.846
C -1.470 1.390 -4.760
H -3.549 -1.276 -4.910
H -1.923 -2.124 -3.255
H 1.264 -0.405 -2.457
H 0.426 -1.957 -2.415
H 0.315 1.503 -3.596
H -1.331 2.363 -5.217
```

Calculated values
energy relative to the best compared isomer or geometry (same formula, charge and spin)	67.94	kJ/mol
2S+1	4
highest occupied orbital energy (alpha / beta)	-15.34 / -15.27	eV
total charge	+3
⟨S²⟩	3.803
HOMO-LUMO gap (alpha / beta)	6.19 / 5.76	eV


Q: Look up the total charge of the second one.
A: +3


Repeat the first record exactly.
Entry from the OMol25 dataset: 2 unconnected molecules or ions with the total composition C24H50ClFNO7P2 in a non-equilibrium geometry (ωB97M-V/def2-TZVPD).

```
86
Properties=species:S:1:pos:R:3
C 0.044 0.971 4.333
C -0.106 2.325 3.503
C 1.274 3.012 3.121
C 1.020 3.912 1.808
C 1.436 3.173 0.464
C 1.616 4.225 -0.712
C 0.286 4.467 -1.574
C -0.922 5.068 -0.737
C -2.175 4.109 -0.565
C -1.827 2.586 -0.320
C -3.121 1.719 -0.743
C -2.586 0.220 -1.000
C -3.604 -0.839 -0.385
C -3.013 -1.710 0.797
C -3.176 -1.240 2.289
N -2.353 -1.993 2.999
C -2.230 -1.898 4.495
P -3.877 -1.417 5.325
O -3.896 -1.813 6.785
O -4.083 0.262 5.202
O -5.197 -2.153 4.573
C -1.539 -2.957 2.177
Cl 0.161 -2.699 2.821
C -1.541 -2.276 0.724
F -1.549 -3.329 -0.221
H 0.595 0.217 3.697
H 0.538 1.116 5.334
H -1.020 0.627 4.558
H -0.646 2.063 2.547
H -0.797 3.007 4.093
H 1.575 3.706 3.967
H 2.071 2.230 2.960
H 1.606 4.861 1.960
H -0.097 4.085 1.786
H 0.775 2.300 0.212
H 2.468 2.735 0.662
H 1.937 5.247 -0.343
H 2.376 3.806 -1.441
H 0.575 5.255 -2.341
H 0.008 3.558 -2.196
H -0.555 5.493 0.249
H -1.295 5.975 -1.313
H -2.899 4.223 -1.416
H -2.730 4.464 0.365
H -1.624 2.312 0.752
H -0.982 2.187 -0.944
H -3.820 1.765 0.145
H -3.628 2.141 -1.662
H -1.517 0.083 -0.684
H -2.639 0.091 -2.127
H -4.490 -0.270 0.017
H -3.978 -1.499 -1.213
H -3.631 -2.671 0.793
H -3.850 -0.431 2.683
H -2.011 -2.935 4.897
H -1.399 -1.206 4.811
H -3.196 0.664 5.317
H -5.503 -1.575 3.843
H -1.904 -4.020 2.248
H -0.685 -1.588 0.498
O 2.509 -0.616 -4.086
P 2.652 -2.139 -4.148
O 2.212 -2.461 -2.581
C 0.849 -2.315 -2.220
C 0.000 -3.449 -2.766
O 4.304 -2.140 -4.001
C 5.082 -1.134 -4.653
C 5.587 -0.136 -3.627
O 2.709 -3.806 -4.488
C 3.743 -4.697 -4.069
C 3.790 -4.950 -2.577
H 0.470 -1.346 -2.564
H 0.804 -2.319 -1.127
H -0.024 -3.428 -3.859
H -1.023 -3.375 -2.399
H 0.411 -4.418 -2.473
H 4.509 -0.638 -5.438
H 5.931 -1.629 -5.131
H 4.773 0.260 -3.016
H 6.099 0.698 -4.111
H 6.285 -0.622 -2.940
H 4.714 -4.381 -4.452
H 3.525 -5.646 -4.567
H 4.151 -4.075 -2.034
H 4.468 -5.778 -2.356
H 2.800 -5.198 -2.188
```

Calculated values
2S+1	1
highest occupied orbital energy	-11.90	eV
total charge	+1
HOMO-LUMO gap	6.69	eV


Q: Among the records above, which one has the highest 2S+1?
A: C24H50ClN9ReSSbSi3